{
  "formula": "C28H43BrCoN2P2",
  "method": "ωB97M-V/def2-TZVPD",
  "species": ["Br", "Co", "P", "P", "N", "N", "C", "C", "C", "C", "C", "C", "C", "C", "C", "C", "C", "C", "C", "C", "C", "C", "C", "C", "C", "C", "C", "C", "C", "C", "C", "C", "C", "C", "H", "H", "H", "H", "H", "H", "H", "H", "H", "H", "H", "H", "H", "H", "H", "H", "H", "H", "H", "H", "H", "H", "H", "H", "H", "H", "H", "H", "H", "H", "H", "H", "H", "H", "H", "H", "H", "H", "H", "H", "H", "H", "H"],
  "coordinates": [[2.614, 0.501, 4.328], [0.927, 0.784, 1.952], [-0.184, 0.282, -1.312], [2.548, 0.782, 0.405], [-1.021, -5.629, -3.871], [-0.686, 1.870, 1.637], [-0.875, -3.403, -0.189], [4.220, 2.348, 2.220], [3.470, -0.765, 0.846], [1.252, -0.696, 3.480], [1.390, -2.102, 3.646], [-2.118, -5.395, -3.163], [2.882, 2.287, 1.478], [0.079, -1.375, -3.747], [-1.849, 1.925, 1.748], [-0.979, -0.956, 2.548], [-0.592, -2.292, 2.213], [-2.684, 0.140, -2.813], [0.797, -0.741, -2.557], [-0.282, 2.022, -1.999], [4.419, 2.106, -1.280], [-0.893, -4.260, -1.382], [-2.100, -4.725, -1.932], [0.261, -4.639, -2.101], [-1.912, -0.346, -1.581], [-0.208, 2.149, -3.518], [-0.885, -2.966, 0.972], [3.167, 1.236, -1.261], [0.148, -5.294, -3.337], [4.976, -0.777, 0.614], [0.364, -2.896, 3.105], [-3.286, 1.832, 2.008], [-4.106, 3.132, 1.897], [-0.068, -0.144, 3.266], [-3.739, 1.074, 1.315], [-1.964, -0.523, 2.340], [-3.423, 1.469, 3.050], [4.166, 3.225, 2.883], [1.654, -0.136, -2.895], [3.201, -1.058, 1.866], [-3.533, 4.039, 2.101], [-4.602, 3.255, 0.932], [3.361, 0.292, -1.796], [-4.904, 3.086, 2.648], [2.791, 3.135, 0.781], [4.682, 2.276, -2.331], [5.262, 1.601, -0.796], [-0.340, -0.629, -4.435], [1.039, -5.542, -3.915], [4.255, 3.072, -0.786], [-2.440, -0.042, -0.662], [-3.712, -0.250, -2.785], [2.984, -1.503, 0.167], [5.468, 0.097, 1.057], [5.091, 2.474, 1.558], [1.207, -1.547, -1.917], [2.353, 1.744, -1.805], [-0.722, -2.047, -3.414], [-1.843, -1.442, -1.544], [0.691, 1.667, -3.929], [-3.064, -5.753, -3.581], [5.191, -0.821, -0.461], [5.388, -1.682, 1.086], [0.537, 2.569, -1.506], [-1.218, 2.440, -1.601], [-2.747, 1.234, -2.864], [-0.181, 3.214, -3.794], [4.354, 1.458, 2.852], [2.043, 2.432, 2.222], [0.248, -3.945, 3.395], [0.793, -1.979, -4.328], [-3.044, -4.552, -1.433], [1.254, -4.407, -1.722], [-0.178, 0.936, 3.524], [2.242, -2.522, 4.204], [-2.238, -0.222, -3.749], [-1.088, 1.710, -4.008]],
  "mulliken_spin": [0.04, 2.31, 0.16, 0.12, 0.00, 0.04, 0.00, 0.02, 0.03, -0.05, 0.03, 0.00, 0.00, 0.01, -0.01, 0.01, 0.03, 0.01, 0.01, 0.05, 0.01, 0.00, 0.00, 0.00, 0.05, 0.00, 0.01, 0.03, 0.00, 0.02, 0.02, 0.00, 0.00, -0.01, 0.00, 0.01, 0.00, 0.00, 0.00, -0.01, 0.00, 0.00, 0.00, 0.00, -0.01, 0.00, 0.00, 0.00, 0.00, 0.00, 0.00, 0.00, 0.00, 0.00, 0.00, 0.01, 0.00, 0.00, 0.00, 0.00, 0.00, 0.00, 0.00, 0.00, 0.00, 0.00, 0.00, 0.00, 0.01, 0.00, 0.00, 0.00, 0.00, 0.04, 0.00, 0.00, 0.00],
  "e_tot_ev": -158940.7973,
  "e_above_lowest_kj_mol": 435.6,
  "multiplicity": 4,
  "s_squared": 3.780,
  "orbital_gap_ev": [7.134, 5.937],
  "charge": 2
}

{
  "formula": "C7H13OP",
  "method": "ωB97M-V/def2-TZVPD",
  "species": ["P", "O", "C", "C", "C", "C", "C", "C", "C", "H", "H", "H", "H", "H", "H", "H", "H", "H", "H", "H", "H", "H"],
  "coordinates": [[0.962, -1.104, 0.332], [4.194, 1.446, -0.228], [-0.791, 1.315, 0.384], [1.666, -0.674, 1.787], [-3.021, 0.047, 0.063], [-0.358, -0.022, -0.316], [-3.390, 0.321, -1.220], [1.626, -1.841, -0.995], [-1.638, 0.077, 0.562], [3.975, 0.940, -1.023], [-4.398, 0.074, -1.603], [-0.227, 1.711, 1.302], [0.855, -2.109, -1.698], [-2.736, 0.670, -1.989], [2.635, -0.850, 2.001], [-0.438, 0.008, -1.417], [3.741, 0.853, 0.481], [2.309, -2.689, -0.926], [-1.059, 2.212, -0.157], [1.240, 0.232, 2.282], [-1.364, -0.356, 1.630], [-3.785, -0.260, 0.749]],
  "nbo_charge": [1.42, -0.94, -0.38, -1.09, -0.18, -0.56, -0.40, -1.07, -0.26, 0.47, 0.21, 0.22, 0.23, 0.19, 0.23, 0.27, 0.47, 0.24, 0.24, 0.24, 0.24, 0.22],
  "e_tot_ev": -18800.9677,
  "smiles": "C=C[C@@H]1C[C@H]1P(=C)=C.O",
  "e_above_lowest_kj_mol": 436.4,
  "multiplicity": 1,
  "orbital_gap_ev": [8.043, 8.044],
  "charge": 0
}

{
  "formula": "C6H14O",
  "method": "ωB97M-V/def2-TZVPD",
  "species": ["O", "C", "C", "C", "C", "C", "C", "H", "H", "H", "H", "H", "H", "H", "H", "H", "H", "H", "H", "H", "H"],
  "coordinates": [[1.743, -1.953, 1.715], [0.340, 1.226, -1.234], [-0.428, 2.491, -1.690], [-1.802, 0.063, -0.582], [0.973, -1.031, 1.467], [0.373, -0.800, 0.202], [-0.400, 0.460, -0.135], [1.334, 1.574, -0.941], [-0.827, -0.902, 1.843], [-1.694, -0.581, -1.465], [-2.537, 0.846, -0.740], [0.517, 0.661, -2.155], [-0.320, 3.275, -0.940], [-1.491, 2.305, -1.836], [0.944, -0.215, 2.229], [0.581, -1.549, -0.559], [-0.283, 1.013, 0.803], [-0.053, 2.829, -2.654], [-1.543, -3.645, 2.548], [-2.281, -0.644, 0.100], [-1.179, -2.996, 2.488]],
  "nbo_charge": [-0.64, -0.40, -0.60, -0.61, 0.18, 0.01, -0.31, 0.21, 0.07, 0.21, 0.22, 0.20, 0.20, 0.20, 0.16, 0.22, 0.22, 0.21, 0.01, 0.23, -0.01],
  "e_tot_ev": -8491.2139,
  "e_above_lowest_kj_mol": 547.9,
  "multiplicity": 1,
  "orbital_gap_ev": 7.865,
  "charge": 0
}

{
  "formula": "C23H54AlBrO13P3",
  "method": "ωB97M-V/def2-TZVPD",
  "species": ["Br", "P", "P", "P", "Al", "O", "O", "O", "O", "O", "O", "O", "O", "O", "O", "O", "O", "O", "C", "C", "C", "C", "C", "C", "C", "C", "C", "C", "C", "C", "C", "C", "C", "C", "C", "C", "C", "C", "C", "C", "C", "H", "H", "H", "H", "H", "H", "H", "H", "H", "H", "H", "H", "H", "H", "H", "H", "H", "H", "H", "H", "H", "H", "H", "H", "H", "H", "H", "H", "H", "H", "H", "H", "H", "H", "H", "H", "H", "H", "H", "H", "H", "H", "H", "H", "H", "H", "H", "H", "H", "H", "H", "H", "H", "H"],
  "coordinates": [[-3.821, -3.407, 2.351], [-3.203, -7.154, -5.992], [3.450, 5.659, 4.690], [-1.943, -1.459, -1.584], [-2.159, 0.386, 1.024], [-2.108, -2.513, -0.394], [-0.357, -1.422, -1.923], [-2.224, -7.481, -7.247], [-2.548, -5.799, -5.430], [-2.865, -1.406, 3.952], [3.598, 4.142, 5.206], [3.088, 0.558, 1.671], [4.829, 6.317, 5.252], [-2.669, -1.909, -2.795], [2.510, 6.000, 5.959], [-4.495, -6.832, -6.630], [-2.379, -8.209, -5.089], [3.567, 5.569, 3.223], [-2.749, -7.743, -8.544], [3.278, -0.743, 2.201], [-3.777, -0.440, 2.011], [-2.081, 2.373, 1.425], [3.311, 0.627, 0.273], [1.597, 2.058, -1.017], [5.462, 7.391, 4.562], [-3.260, -4.917, -3.273], [-2.850, -8.573, -3.781], [4.767, 2.497, 3.853], [-4.343, -8.820, -3.730], [1.819, 7.254, 6.044], [0.538, 2.775, -0.138], [-2.444, 0.129, -1.003], [3.431, 3.035, 4.308], [1.180, 7.673, 4.737], [-3.351, -4.796, -4.776], [-3.395, -1.522, 2.905], [2.020, 0.645, -0.566], [5.117, 8.729, 5.191], [0.516, 2.381, 1.329], [-0.758, 2.920, 2.014], [-2.658, -6.507, -9.415], [-3.479, 0.305, -1.294], [2.437, -0.957, 2.862], [5.740, 9.522, 4.773], [-4.636, -9.561, -4.476], [-1.615, -6.224, -9.562], [-0.430, 2.677, -0.626], [5.198, 7.389, 3.503], [-2.319, -9.485, -3.508], [5.380, 3.278, 3.400], [3.958, -0.179, -0.087], [4.073, 8.990, 4.999], [-3.718, -4.054, -2.795], [0.783, 3.843, -0.165], [-4.639, -9.177, -2.744], [-4.391, -4.852, -5.102], [-0.735, 2.744, 3.091], [1.353, 2.813, 1.882], [0.593, 8.582, 4.870], [-1.470, -3.230, -0.506], [-1.826, 0.832, -1.574], [-3.780, -5.817, -2.923], [3.261, -1.505, 1.419], [-3.157, -5.661, -8.943], [-0.741, 4.008, 1.844], [-0.194, -0.623, -2.438], [2.246, 0.080, -1.476], [-2.895, 2.684, 2.090], [-2.276, 2.886, 0.475], [4.226, -0.820, 2.742], [-4.536, -0.781, 1.306], [-2.144, -8.545, -8.974], [4.624, 1.698, 3.126], [1.047, 7.127, 6.803], [2.484, 2.672, -1.193], [-0.854, -0.449, 1.461], [1.209, 0.109, -0.072], [-3.775, -8.106, -8.487], [-2.220, -4.986, -2.953], [0.513, 1.307, 1.498], [-2.552, -7.805, -3.063], [5.333, 2.106, 4.702], [6.537, 7.218, 4.634], [2.891, 2.264, 4.860], [1.936, 7.871, 3.970], [5.261, 8.697, 6.271], [-4.203, 0.346, 2.636], [-4.903, -7.902, -3.938], [2.504, 8.022, 6.416], [0.527, 6.885, 4.358], [-3.113, -6.684, -10.391], [-2.959, -3.829, -5.087], [2.814, 3.313, 3.458], [1.144, 1.937, -2.009], [3.848, 1.563, 0.087]],
  "lowdin_charge": [0.55, 0.48, 0.49, 0.34, 0.36, -0.19, -0.16, -0.20, -0.18, -0.01, -0.19, -0.22, -0.18, -0.33, -0.17, -0.23, -0.17, -0.22, -0.30, -0.10, -0.23, -0.25, -0.22, -0.19, -0.29, -0.09, -0.27, -0.06, -0.09, -0.27, -0.19, -0.28, -0.26, -0.08, -0.26, -0.89, -0.18, -0.08, -0.24, -0.29, -0.08, 0.04, 0.09, 0.08, 0.08, 0.07, 0.09, 0.11, 0.12, 0.08, 0.11, 0.06, 0.06, 0.11, 0.08, 0.11, 0.10, 0.09, 0.08, 0.08, 0.02, 0.06, 0.08, 0.08, 0.09, 0.06, 0.10, 0.04, 0.04, 0.08, 0.05, 0.11, 0.05, 0.12, 0.10, -0.01, 0.09, 0.10, 0.08, 0.05, 0.11, 0.08, 0.12, 0.12, 0.07, 0.08, 0.07, 0.07, 0.10, 0.09, 0.07, 0.12, 0.09, 0.09, 0.12],
  "e_tot_ev": -155858.7888,
  "multiplicity": 1,
  "orbital_gap_ev": 7.793,
  "charge": -1
}

{
  "formula": "C3H7N",
  "method": "ωB97M-V/def2-TZVPD",
  "species": ["N", "C", "C", "C", "H", "H", "H", "H", "H", "H", "H"],
  "coordinates": [[1.381, -1.206, -0.143], [-1.699, -0.625, 0.006], [0.696, -0.206, -0.077], [0.937, 1.197, 0.099], [1.622, 1.615, -0.733], [-0.073, 1.744, -0.159], [1.284, 1.405, 1.158], [-1.630, 0.150, 0.740], [0.895, -2.123, -0.229], [-1.730, -1.648, 0.314], [-1.683, -0.303, -0.976]],
  "nbo_charge": [-0.65, -0.69, 0.40, -0.75, 0.25, 0.24, 0.26, 0.19, 0.38, 0.19, 0.19],
  "e_tot_ev": -4710.5338,
  "e_above_lowest_kj_mol": 349.6,
  "multiplicity": 1,
  "orbital_gap_ev": [8.364, 8.049],
  "charge": 0
}